(1)
The following is a quantum chemistry calculation of a cluster of 16 separate species, H32O16 in total, from the OMol25 dataset.

```
! RIJCOSX wB97M-V def2-TZVPD def2/J DEFGRID3
* xyz 0 1
O 1.30 3.00 2.32
H 0.59 3.69 2.30
H 1.33 2.49 1.53
O -1.44 2.23 -2.96
H -0.59 2.11 -3.46
H -1.47 1.52 -2.35
O -0.73 -1.59 -2.33
H -1.22 -1.41 -3.16
H -0.73 -0.86 -1.72
O 0.06 -2.34 1.04
H 0.60 -2.29 1.84
H 0.51 -3.10 0.59
O -2.83 -0.97 1.03
H -3.74 -0.94 1.35
H -2.66 -1.84 0.68
O 2.19 0.09 1.37
H 1.39 0.21 0.92
H 2.75 0.87 1.21
O -2.90 0.06 -1.44
H -3.39 -0.51 -2.00
H -2.92 -0.41 -0.59
O 0.06 0.04 -0.29
H -0.20 -0.77 0.25
H -0.51 0.75 0.12
O 1.24 2.93 -0.67
H 1.13 3.77 -1.18
H 2.21 2.96 -0.59
O -2.43 -2.91 -0.86
H -3.09 -2.99 -1.53
H -1.60 -2.70 -1.30
O 1.96 -1.70 -2.26
H 2.24 -2.02 -1.40
H 1.03 -1.81 -2.31
O -1.58 1.83 0.67
H -2.44 1.42 0.75
H -1.71 2.70 0.34
O 1.62 1.06 -2.61
H 1.75 0.26 -2.18
H 1.39 1.56 -1.85
O 1.06 -1.15 3.38
H 1.82 -1.49 3.92
H 1.42 -0.66 2.62
O 3.36 -1.91 -0.03
H 2.67 -1.29 0.38
H 3.41 -2.80 0.38
O -0.56 1.53 3.67
H 0.10 2.21 3.62
H -0.47 1.16 2.77
*
```

- LUMO level (eV) = -0.14
- gap between HOMO and LUMO (eV) = 10.23

Here is what Mulliken gives for the atomic charges, in e: O -0.747; H 0.331; H 0.211; O -0.709; H 0.338; H 0.282; O -0.735; H 0.337; H 0.508; O -0.602; H 0.265; H 0.297; O -0.603; H 0.248; H 0.303; O -0.776; H 0.508; H 0.343; O -0.552; H 0.268; H 0.338; O -0.203; H 0.145; H 0.093; O -0.586; H 0.236; H 0.348; O -0.675; H 0.273; H 0.324; O -0.767; H 0.377; H 0.378; O -0.496; H 0.212; H 0.244; O -0.705; H 0.477; H 0.314; O -0.711; H 0.297; H 0.463; O -0.734; H 0.553; H 0.301; O -0.641; H 0.405; H 0.226

---

(2)
The following is a quantum chemistry calculation of a cluster of 16 separate species, H32O16 in total, from the OMol25 dataset.

```
! RIJCOSX wB97M-V def2-TZVPD def2/J DEFGRID3
* xyz 0 1
O -2.62 0.91 0.02
H -3.09 1.22 -0.72
H -3.10 0.95 0.89
O 1.65 5.03 1.42
H 1.69 5.39 2.31
H 0.80 5.20 0.99
O -1.93 4.03 -0.91
H -2.35 3.71 -1.73
H -1.29 3.27 -0.66
O 1.89 -2.89 1.28
H 1.57 -2.18 0.77
H 1.18 -3.48 1.03
O -5.56 -0.20 1.21
H -6.07 0.55 1.55
H -5.81 -1.08 1.40
O -1.25 -4.29 0.54
H -1.52 -5.21 0.25
H -1.84 -3.74 0.03
O 0.70 4.17 -3.08
H 1.14 4.28 -3.95
H 0.07 4.83 -3.02
O -2.37 2.01 2.87
H -2.90 2.82 2.62
H -1.72 2.33 2.14
O 0.57 1.08 -4.50
H 0.57 1.69 -3.77
H 1.36 0.62 -4.73
O -0.23 -1.61 2.42
H 0.28 -0.88 2.24
H -0.63 -1.81 1.53
O 2.91 -2.46 4.56
H 3.85 -2.04 4.43
H 2.33 -2.27 3.82
O -0.04 -4.60 -4.47
H 0.78 -4.81 -4.14
H 0.08 -3.65 -4.53
O 1.66 -0.08 -1.48
H 1.13 -0.16 -0.72
H 1.60 0.52 -2.32
O -1.19 -1.41 -0.49
H -2.03 -1.05 -0.24
H -0.78 -1.39 -1.32
O 5.78 -1.11 -1.84
H 5.27 -0.75 -1.12
H 5.28 -0.94 -2.66
O 0.50 0.96 2.83
H -0.35 0.42 2.90
H 0.78 1.07 3.74
*
```

- LUMO level (eV) = -0.36
- gap between HOMO and LUMO (eV) = 9.88

Here is what Mulliken gives for the atomic charges, in e: O -0.579; H 0.251; H 0.352; O -0.628; H 0.316; H 0.312; O -0.636; H 0.292; H 0.324; O -0.571; H 0.238; H 0.316; O -0.602; H 0.307; H 0.301; O -0.563; H 0.287; H 0.295; O -0.596; H 0.317; H 0.298; O -0.653; H 0.316; H 0.307; O -0.627; H 0.315; H 0.311; O -0.617; H 0.366; H 0.272; O -0.666; H 0.318; H 0.343; O -0.611; H 0.306; H 0.304; O -0.601; H 0.314; H 0.253; O -0.528; H 0.344; H 0.231; O -0.626; H 0.324; H 0.304; O -0.694; H 0.351; H 0.315